144
Properties=species:S:1:pos:R:3:forces:R:3 method="wB97M-V/def2-TZVPD" molar_mass_g_mol=737.10 homo_lumo_gap_ev=9.622 relative_energy_kcal_mol=32.8 total_energy_ev=-67498.0263
C -3.9796 -0.3061 -5.0733 -0.03 0.52 -0.09
C -3.0547 0.3680 -4.0754 -0.33 -0.43 0.47
O -1.8193 -0.3509 -3.9631 0.05 0.47 -0.20
H -4.8519 0.3380 -5.2048 -0.03 -0.04 -0.03
H -4.3579 -1.2797 -4.7658 0.23 -0.07 0.18
H -3.4918 -0.3945 -6.0451 0.03 -0.09 0.00
H -3.5181 0.4112 -3.0856 -0.17 -0.04 0.01
H -2.8874 1.4119 -4.3554 0.24 -0.06 -0.25
H -1.2091 0.2514 -3.4910 0.02 -0.33 0.13
C 1.9003 2.3584 4.6853 0.07 0.24 0.80
C 1.3583 0.9671 5.0037 0.70 0.11 -0.06
O 2.4369 0.0664 5.2373 -0.28 0.29 -0.42
H 2.5870 2.6855 5.4725 -0.04 -0.17 0.09
H 1.1058 3.1091 4.6705 -0.03 -0.06 -0.42
H 2.4978 2.3604 3.7712 -0.30 -0.02 -0.20
H 0.7427 0.6420 4.1578 -0.11 -0.13 0.13
H 0.7687 0.9579 5.9207 -0.16 0.16 -0.11
H 2.9371 0.0646 4.3989 0.12 -0.48 0.29
C -3.3052 2.7705 0.3794 -0.29 -0.67 0.08
C -3.1142 1.3135 -0.0099 -0.13 0.18 -0.03
O -4.3572 0.8364 -0.5206 0.35 -0.28 0.08
H -3.6180 3.3432 -0.4922 0.25 0.26 0.03
H -2.4244 3.1515 0.8929 -0.31 0.23 -0.74
H -4.1260 2.7965 1.1016 -0.06 0.12 -0.06
H -2.7834 0.7495 0.8689 -0.20 -0.11 -0.05
H -2.3252 1.1744 -0.7583 0.03 0.22 -0.06
H -4.2097 -0.1151 -0.6738 -0.16 0.14 0.03
C -2.2197 0.0957 3.6980 -0.22 0.04 0.36
C -2.3942 1.5748 3.4150 0.29 0.16 -0.15
O -1.3692 2.0291 2.5186 0.57 -0.09 0.08
H -2.1997 -0.4805 2.7750 0.24 0.01 -0.03
H -3.0497 -0.2999 4.2894 -0.19 0.23 -0.11
H -1.3458 -0.0907 4.3218 0.24 -0.03 -0.35
H -2.2939 2.1618 4.3328 -0.31 -0.08 0.06
H -3.3613 1.7695 2.9426 -0.07 -0.03 0.21
H -1.5194 2.9764 2.3426 -0.15 -0.28 0.49
C -1.5323 -3.3903 2.3338 0.49 -0.03 0.11
C -1.4817 -3.8791 3.7570 0.00 -0.95 0.34
O -2.7690 -4.4248 4.0918 0.14 0.03 -0.18
H -1.6225 -4.2240 1.6378 -0.60 -0.10 0.18
H -0.5659 -2.9808 2.0312 -0.13 0.50 0.30
H -2.3463 -2.6760 2.2313 0.09 0.07 -0.36
H -1.2167 -3.1448 4.5223 0.05 0.40 -0.37
H -0.7245 -4.6711 3.8231 -0.01 0.02 0.04
H -2.6537 -5.0164 4.8399 -0.07 0.03 0.03
C -0.0843 6.3309 1.6407 -0.74 0.82 -0.27
C -0.3970 5.2771 2.6704 -0.24 -0.93 -0.45
O -1.7515 4.7775 2.5092 0.43 0.69 0.22
H -0.5141 6.1034 0.6598 0.30 -0.26 0.53
H 0.9836 6.4871 1.5058 0.02 0.13 0.17
H -0.6076 7.2657 1.8807 0.44 0.12 0.34
H -0.2545 5.5941 3.7053 0.07 0.18 -0.07
H 0.2186 4.3887 2.5033 0.14 0.10 0.12
H -2.2913 5.5550 2.3252 -0.25 -0.25 -0.01
C 3.4407 3.0196 -0.1254 0.13 0.06 -0.23
C 2.4714 3.6965 0.8195 -0.36 0.33 -0.24
O 3.0250 4.9556 1.2514 -0.20 -0.47 0.42
H 4.4435 3.0815 0.3008 0.01 -0.20 0.00
H 3.4834 3.5337 -1.0879 -0.07 0.13 0.05
H 3.1910 1.9798 -0.3370 -0.06 -0.05 0.17
H 2.1988 3.0583 1.6647 0.32 0.00 0.13
H 1.5169 3.9235 0.3408 0.54 -0.07 0.05
H 3.3134 4.8123 2.1588 0.13 0.26 -0.08
C -5.2858 -2.3601 0.9642 -0.21 0.25 -0.28
C -4.3128 -2.8949 -0.0657 -0.21 -0.45 0.37
O -3.5194 -1.8387 -0.5811 0.16 -0.29 0.06
H -4.7394 -1.8571 1.7624 -0.05 -0.01 0.06
H -5.8965 -3.1574 1.3880 0.17 -0.12 0.05
H -5.9825 -1.6474 0.5173 0.13 0.11 -0.01
H -4.8417 -3.4170 -0.8716 -0.08 0.12 -0.06
H -3.6956 -3.6499 0.4331 0.20 0.06 -0.12
H -2.7773 -2.2301 -1.0861 -0.08 0.35 -0.11
C 3.0702 -2.9549 0.6199 0.25 -0.17 0.38
C 4.5864 -2.8870 0.7584 -0.66 0.03 -0.57
O 4.8878 -2.7928 2.1538 0.16 -0.04 -0.25
H 2.7165 -2.9271 -0.4086 0.27 0.14 -0.10
H 2.6402 -2.1099 1.1590 -0.19 -0.09 0.00
H 2.7158 -3.8946 1.0470 -0.11 0.12 0.17
H 4.9500 -1.9972 0.2323 0.16 -0.11 -0.03
H 5.0279 -3.7833 0.3153 0.19 0.08 0.07
H 5.8478 -2.7977 2.2421 -0.08 -0.01 0.16
C 0.8216 1.4240 -4.7433 0.24 -0.23 -0.22
C 1.0698 1.6726 -3.2678 -0.83 0.49 -0.21
O -0.0667 1.2384 -2.5066 0.73 -0.20 -0.18
H -0.1688 1.7700 -5.0407 0.00 0.15 0.09
H 0.8824 0.3773 -5.0500 0.00 -0.06 0.25
H 1.5635 1.9743 -5.3274 -0.04 0.01 0.00
H 1.1087 2.7629 -3.1499 0.66 -0.43 0.10
H 1.9931 1.2053 -2.9151 -0.01 -0.01 0.05
H 0.1258 1.4128 -1.5622 -0.52 -0.02 -0.12
C -0.1036 -5.0016 -0.4921 0.13 0.02 -0.12
C 0.8882 -5.5262 -1.4911 0.85 0.36 -0.52
O 1.1530 -6.9155 -1.3322 -0.37 0.01 0.25
H -0.3326 -3.9711 -0.7730 -0.17 -0.03 0.01
H 0.3211 -4.9750 0.5115 -0.11 -0.26 0.05
H -1.0157 -5.5992 -0.5223 -0.03 0.06 0.19
H 1.8325 -4.9742 -1.3865 -0.03 0.03 0.12
H 0.5607 -5.2976 -2.5134 -0.25 -0.20 0.02
H 1.8922 -7.1500 -1.8975 0.00 -0.01 -0.04
C -2.1655 -3.7068 -4.6316 -0.02 -0.83 -0.25
C -2.4346 -3.6836 -3.1425 0.09 0.13 0.41
O -1.6483 -2.6838 -2.4745 -0.17 0.02 -0.56
H -2.6379 -4.5783 -5.0978 -0.30 0.15 0.13
H -1.1105 -3.8605 -4.8679 0.10 0.37 0.24
H -2.5412 -2.8129 -5.1225 0.14 0.09 -0.02
H -2.2066 -4.6293 -2.6445 0.15 -0.05 -0.21
H -3.4974 -3.4987 -2.9390 -0.01 0.06 -0.18
H -1.6612 -1.9032 -3.0813 -0.01 -0.01 0.47
C 5.9622 0.7417 3.4949 1.28 0.07 -0.90
C 4.8970 0.5931 2.4446 -1.53 -0.41 -0.12
O 3.8299 -0.2901 2.8777 0.46 0.08 -0.42
H 5.6076 1.1029 4.4543 -0.16 -0.26 0.07
H 6.7523 1.4196 3.1443 -0.36 0.36 -0.01
H 6.5467 -0.1815 3.5519 -0.47 -0.22 0.58
H 5.2347 0.1673 1.4956 0.55 0.29 0.07
H 4.3683 1.5157 2.1920 0.38 0.22 0.15
H 4.0736 -1.1735 2.5408 -0.12 0.05 0.64
C -0.3785 4.3907 -0.9130 0.11 0.33 -0.25
C -0.7113 4.3536 -2.3845 -0.20 -0.05 -0.24
O -1.2314 5.6228 -2.7786 0.01 0.09 0.15
H 0.3503 5.1917 -0.7594 0.08 -0.23 -0.14
H 0.0399 3.4470 -0.5632 -0.18 0.18 -0.35
H -1.2179 4.6341 -0.2635 -0.30 -0.18 -0.39
H -1.4269 3.5633 -2.6379 0.02 -0.03 0.18
H 0.2049 4.1509 -2.9542 -0.22 0.22 0.14
H -1.3345 5.6170 -3.7338 -0.05 0.04 0.00
C 1.7761 -2.4053 -3.3916 -0.07 -0.04 0.07
C 2.9235 -1.9317 -4.2613 0.16 -0.11 0.51
O 3.7959 -1.0806 -3.4920 -0.26 0.09 -0.52
H 2.1684 -2.8471 -2.4752 0.14 -0.20 -0.13
H 1.1923 -3.1589 -3.9232 -0.12 0.04 0.10
H 1.1125 -1.6129 -3.0387 -0.02 0.16 -0.36
H 2.5892 -1.4354 -5.1743 -0.11 0.14 0.08
H 3.5117 -2.7913 -4.5887 0.06 -0.03 0.06
H 3.6670 -0.1923 -3.8372 0.17 0.03 0.18
C -0.0775 -0.8257 0.2079 0.51 -1.22 0.27
C 0.9034 0.3032 0.4356 -0.88 -0.02 0.18
O 0.2592 1.5594 0.1847 0.71 0.02 -0.06
H -0.5323 -0.8478 -0.7814 -0.01 0.35 -0.02
H -0.8471 -0.9297 0.9714 -0.11 0.48 -0.06
H 0.4852 -1.7671 0.2848 -0.02 0.04 -0.09
H 1.7404 0.1958 -0.2597 0.04 0.19 0.08
H 1.2708 0.3047 1.4660 0.21 -0.15 -0.12
H -0.1419 1.8729 1.0096 -0.35 -0.32 0.01